Density functional theory data (ωB97M-V/def2-TZVPD) for an isolated ion of composition C4H6N and charge +1 in a non-equilibrium geometry.

Total charge: +1
F_max: 0.108 Eh/bohr
E_tot: -5723.93862 eV
SMILES: C#C[C@@H]1C[NH2+]1

Geometry (Å):
1 N 0.86283 0.88142 0.03447
2 C 0.12830 -0.21755 0.67688
3 C -0.04178 -1.31723 -0.12739
4 C -0.21884 -2.08162 -1.05909
5 C -0.60636 1.21012 0.18219
6 H -1.18110 0.98803 -0.65613
7 H 0.23357 -0.41204 1.77951
8 H 1.49351 1.59279 0.56040
9 H 0.98504 0.46211 -0.91241
10 H -0.69257 -2.80338 -1.64681
11 H -0.96261 1.69735 1.16838

***

Density functional theory data (ωB97M-V/def2-TZVPD) for one molecule with the formula C4H6N2 in a non-equilibrium geometry.

F_max: 0.069 Eh/bohr
E_tot: -7223.42492 eV
SMILES: C1=NC[C@@H]2CN12

Geometry (Å):
1 N -1.50839 0.47814 0.23984
2 N 0.62049 0.79354 -0.64390
3 C 1.27044 0.15680 0.53215
4 C 0.53731 -0.66522 -0.45653
5 C -1.00698 -0.84665 -0.08047
6 C -0.61898 1.30095 -0.19842
7 H -0.69118 2.35671 -0.36797
8 H 1.01161 -1.30286 -1.16597
9 H 2.33020 0.21337 0.56296
10 H -1.10887 -1.42447 0.84416
11 H 0.78664 0.28167 1.49751
12 H -1.62228 -1.34199 -0.76335

***

Number 1: HOMO -14.669 eV. Number 2: HOMO -9.495 eV.